The following is a quantum chemistry calculation of a 4-piece molecular cluster, C24H38F3NO14S2 overall at a distorted geometry, from the OMol25 dataset.

Charge = 0
Electronic energy = -85480.492 eV
Frontier orbital gap = 0.2854 hartree
Highest occupied orbital energy = -9.54 eV
SMILES = CS(=O)(=O)C1=C(S)C(=O)C(CCN)=C(C[C@@H](O)C(F)(F)F)C1=O.CCOC(=O)OC.CCOC(=O)OC.CCOC(=O)OC

Each line ends with the Löwdin charge.
Cartesian coordinates (Å):
H1 -1.5773 9.4058 -2.5060  0.0972
C1 -1.0198 -2.4640 1.4331  -0.4558
C2 -0.2379 3.2951 -0.1584  -0.1965
O1 -2.5014 10.3752 -4.6709  0.1240
H2 -2.7930 -3.7338 2.4448  -0.0944
O2 2.6131 -7.7028 5.4708  0.1262
C3 2.2328 -5.6460 3.8519  -0.0404
H3 3.7116 1.2752 0.3122  0.1092
H4 -2.5330 -0.1855 5.0618  0.0760
H5 -3.9847 4.3554 -4.0512  0.0941
S1 -2.7492 -2.9294 1.3592  0.8729
C4 2.7061 -10.2263 4.5605  -0.2108
C5 1.9071 -3.4292 -0.9953  -0.1038
H6 0.5659 2.5628 -0.2364  0.1038
H7 -3.8406 8.9816 -7.9264  0.0810
C6 -1.8792 4.0933 -1.6315  -0.6052
O3 -1.0810 3.0797 -1.3036  0.0399
O4 -2.7827 0.0926 2.1558  -0.3161
F1 3.1140 -0.4249 -2.9487  0.1578
C7 -0.5414 -1.4147 2.0454  -0.1836
H8 -0.3245 3.1541 1.9887  0.0800
O5 -0.8681 0.9025 3.2485  -0.3035
F2 4.4335 0.9064 -2.0142  0.1859
H9 2.6132 -5.9999 0.5832  0.0540
C8 2.7426 -0.0745 -0.6604  -0.2045
C9 0.9558 -1.2287 2.0145  -0.3192
H10 -4.6728 10.9492 -5.7241  0.1228
C10 -2.1077 -0.9934 4.4800  -0.1146
H11 -4.3639 4.7806 -2.3755  0.1011
H12 -1.4814 2.1166 1.1436  0.0508
H13 3.0650 -11.0429 3.9361  0.1225
H14 -3.0949 5.6666 -3.2690  0.0782
H15 1.2840 -5.5279 4.3747  0.0999
F3 4.6550 -1.1581 -1.6634  0.1581
H16 -4.3191 10.6679 -8.2072  0.0793
H17 1.3877 -3.0486 -1.8808  0.1393
C11 -4.6660 9.9684 -6.1993  -0.2153
H18 2.9323 -3.0856 -1.0895  0.0997
H19 -1.7801 3.8393 1.2544  0.0824
S2 -1.6222 -0.2652 2.9124  0.6126
H20 2.2180 -5.2060 -2.0957  0.1047
H21 3.4710 -10.0300 5.3116  0.1234
H22 3.0614 -5.3943 4.5108  0.0988
C12 2.5221 -7.9084 4.2882  -0.6051
C13 -3.8721 9.9805 -7.4888  -0.0666
O6 -2.6080 3.7219 -2.6880  0.0062
H23 3.6493 -4.8038 0.0286  0.0583
C14 -3.0796 9.3212 -4.6027  -0.6063
O7 2.3546 -6.9742 3.3451  -0.0015
N1 3.0050 -5.5392 -0.2278  0.0247
H24 0.6227 -10.7553 4.4310  0.0818
H25 0.2196 4.2836 -0.2044  0.1234
C15 -0.9974 3.0889 1.1355  -0.0590
C16 1.6825 -1.8097 0.8436  -0.0912
H26 -1.4434 7.6430 -2.3975  0.0821
H27 -0.6701 8.4938 -3.7483  0.1004
C17 -3.5633 4.6977 -3.1097  -0.0320
O8 2.5596 -9.0967 3.6876  0.0392
H28 0.9877 -5.4375 -0.8941  0.1001
C18 -1.5319 8.4840 -3.0818  -0.0298
C19 1.3854 -10.6053 5.1966  -0.0654
O9 -4.1706 8.9756 -5.2912  0.0341
O10 -1.9416 5.1615 -1.0750  0.1145
H29 -1.1818 -1.3052 4.9584  0.0728
H30 1.7323 -0.1443 -1.0443  0.1634
C20 -0.0552 -3.4221 0.7393  -0.3500
C21 1.9443 -4.9604 -1.0657  -0.2595
H31 -2.8422 10.2894 -7.3106  0.0754
C22 1.2167 -2.8578 0.2102  -0.0874
O11 -2.7327 8.2864 -3.8347  -0.0054
H32 3.7153 -1.8484 0.2974  0.1202
O12 -0.3519 -4.5607 0.6917  0.1316
C23 3.7637 -0.1952 -1.8164  -0.6410
C24 2.9544 -1.0949 0.4824  -0.0471
O13 1.5017 -0.6261 2.8619  0.1741
O14 2.8472 1.2367 -0.1163  0.0002
H33 2.2497 -4.9732 2.9964  0.0768
H34 1.0296 -9.8164 5.8590  0.0752
H35 -5.7010 9.6983 -6.4036  0.1212
H36 -2.8016 -1.8170 4.3561  0.0546
H37 1.4895 -11.5220 5.7770  0.0804
H38 3.2629 -0.5451 1.3682  0.1248

Forces on atoms 1 to 6 (eV/Å):
H -0.003 0.061 -0.121
C -0.851 -1.464 -0.621
C 0.260 -0.026 0.525
O -0.064 -0.065 0.040
H 0.320 0.071 -0.277
O 0.013 0.045 -0.102

---

The following is a quantum chemistry calculation of C24H38IrN11O3Si as an isolated structure at a distorted geometry, from the OMol25 dataset.

Charge = +3
Electronic energy = -58729.141 eV
Frontier orbital gap (spin up / spin down) = 0.2767 / 0.2693 hartree
Highest occupied orbital energy (spin up / spin down) = -16.44 / -16.42 eV
Spin multiplicity = 2
ΔE to the lowest compared entry with this formula, charge and spin = 228.7 kJ/mol

Each line ends with the Löwdin spin population.
Cartesian coordinates (Å):
C1 -2.6366 0.7951 1.9522  0.0029
Ir1 -0.1870 0.2582 0.2877  0.7664
C2 -4.8309 -1.1624 -1.4525  0.0002
H1 3.1576 -0.1013 -3.2276  0.0000
H2 -2.2819 2.2775 3.4511  0.0025
H3 -2.5673 -4.7442 0.0181  0.0000
H4 -2.8312 -0.5983 -1.9356  0.0000
H5 -4.4536 0.7520 2.9824  0.0002
C3 1.4789 2.6308 -3.9431  -0.0001
O1 -0.5366 -0.6464 -1.9774  0.0736
H6 4.3816 -0.1953 -1.9684  0.0000
H7 -1.3929 0.7777 3.6866  0.0000
C4 -5.6803 -0.6384 0.7536  0.0002
C5 0.6079 2.5509 -1.7414  0.0010
H8 0.6177 0.8628 -3.0875  0.0000
H9 0.8956 -1.0521 3.8741  0.0000
H10 1.9521 2.6523 1.8015  -0.0001
C6 -0.1703 3.2328 0.1883  0.0037
H11 -1.9952 3.2435 1.1994  0.0001
N1 -0.7796 -2.2746 2.4069  0.0004
C7 2.4523 -0.8514 -1.3468  0.0002
H12 3.4267 -3.7692 -2.5166  0.0000
N2 -1.4923 -3.1469 1.5825  -0.0001
H13 1.3032 -2.6539 0.0666  0.0000
N3 -0.7967 -1.8066 -1.6238  0.0010
H14 3.1465 1.0758 -1.9063  0.0000
Si1 1.8350 0.1156 1.8627  -0.0125
H15 -6.8385 -1.5534 -0.7791  0.0000
H16 3.4699 1.8417 2.1742  -0.0004
N4 -3.9168 0.4949 2.1668  0.0012
H17 -2.0597 -3.9745 -1.4513  0.0000
H18 0.5570 0.6641 4.0105  -0.0001
H19 1.7073 2.1489 -4.8849  0.0000
H20 -0.7322 4.1088 2.0742  0.0033
N5 0.3499 4.3012 -0.3993  0.0002
H21 2.2411 4.5287 -4.6117  0.0000
C8 -1.7472 1.4777 2.9305  0.0060
O2 1.6155 -0.3557 -0.5189  0.0001
H22 2.7437 -3.6817 -0.0451  0.0001
C9 -3.3513 -0.1945 0.1337  0.0006
C10 1.7818 3.9925 -3.7928  -0.0001
C11 1.4675 4.6655 -2.6333  0.0001
N6 -2.0925 -3.9837 -0.4444  0.0001
H23 0.1996 2.0545 2.6946  0.0001
H24 2.1976 0.0784 4.2134  -0.0007
H25 1.6758 5.7200 -2.5122  0.0000
N7 -0.0294 2.1290 -0.5380  0.0147
H26 -5.0336 -1.5299 -2.4498  0.0000
C12 -3.5752 -0.6735 -1.1598  0.0000
N8 -0.6364 1.9667 2.1301  0.1238
N9 2.6354 -2.1523 -1.4646  0.0014
C13 -0.9330 3.2313 1.4566  0.0071
H27 3.5302 -2.2399 -3.3883  0.0000
H28 4.6362 -2.5731 -2.0399  0.0001
C14 1.2772 -0.0602 3.6355  -0.0047
C15 0.8554 3.9169 -1.6361  0.0004
H29 3.7082 -1.0908 0.7305  0.0001
C16 3.3333 0.0414 -2.1611  -0.0002
C17 3.2184 -1.1111 1.7000  -0.0012
C18 3.6204 -2.7060 -2.4120  0.0002
H30 3.9416 -0.7898 2.4563  -0.0003
H31 0.0728 -2.7348 2.7124  0.0000
H32 -6.4853 -0.5908 1.4752  0.0000
H33 2.9440 -2.1422 1.9264  0.0000
H34 1.4497 -3.8612 -1.2379  0.0001
C19 -4.4106 -0.1431 1.0350  0.0002
C20 -1.4867 -3.0338 0.2458  -0.0001
C21 1.9852 -3.1440 -0.6146  0.0002
H35 0.3282 5.2427 -0.0348  0.0002
C22 0.8889 1.8942 -2.9362  0.0000
O3 -0.9262 -2.7214 -2.4004  0.0004
H36 2.8816 1.9021 0.5058  0.0000
H37 -1.9350 -3.9573 1.9931  0.0000
H38 -1.3433 -2.0706 3.2240  0.0001
N10 -2.2151 0.3831 0.7622  0.0101
N11 -0.8933 -1.9289 -0.2699  -0.0001
C23 -5.8681 -1.1630 -0.5045  -0.0001
C24 2.5735 1.7932 1.5474  -0.0024

Forces on atoms 1 to 6 (eV/Å):
C -0.035 -0.314 0.056
Ir -1.500 -0.618 -1.397
C -0.054 0.000 0.014
H -0.006 0.040 0.001
H -0.010 0.012 0.008
H 0.022 0.006 0.010

---

The following is a quantum chemistry calculation of C24H38N3O2PSiTi as an isolated structure at a distorted geometry, from the OMol25 dataset.

Charge = -2
Electronic energy = -74349.419 eV
Frontier orbital gap (spin up / spin down) = 0.0799 / 0.2417 hartree
Highest occupied orbital energy (spin up / spin down) = 2.28 / -2.11 eV
Spin multiplicity = 3

Each line ends with the Löwdin spin population.
Cartesian coordinates (Å):
N1 0.9573 -1.3752 -0.9140  0.0067
H1 2.0586 -5.2092 2.6334  0.0003
H2 -3.7252 0.7963 3.9454  0.0286
H3 -3.3365 0.1183 -0.0945  0.0046
H4 2.1036 -0.3020 3.4108  0.0013
H5 -5.0221 1.4101 2.9045  0.0569
H6 -1.0432 2.1653 3.9030  0.0056
H7 -1.8572 -2.3062 -5.3463  0.0004
C1 -1.4615 1.2804 -1.6792  0.0129
C2 -3.0376 -0.4881 -0.9450  0.0288
H8 5.9669 -2.0747 -2.5578  0.0000
H9 0.9827 0.9707 2.5860  0.0004
C3 0.0087 -2.6258 -4.3092  0.0002
H10 -2.7594 -0.8771 -3.5506  0.0016
H11 -4.4354 2.4001 4.2585  0.0696
H12 7.7621 -2.6432 0.4381  0.0000
O1 0.3698 1.5674 0.9903  -0.0537
C4 1.7993 -3.5985 -0.3357  0.0027
C5 1.6094 0.0997 2.5225  0.0061
H13 2.2937 0.3324 1.7176  0.0007
H14 6.3721 -0.3874 -2.8666  0.0000
H15 6.5599 -2.1613 1.6529  0.0000
C6 6.6008 -1.2466 -2.2321  0.0000
H16 -3.0067 4.3895 1.0484  0.0262
C7 7.4197 0.5538 0.0655  0.0001
H17 7.2807 0.8088 1.1187  0.0000
C8 -0.4118 -1.0507 3.1154  0.0212
C9 1.2665 -2.3530 0.0480  0.0050
C10 -1.0676 -1.0767 -2.2696  0.0031
C11 3.3152 -0.1191 -0.0630  0.0033
N2 0.5461 -0.9265 2.0258  0.0169
C12 0.2238 -1.6589 -2.0555  0.0043
H18 0.4620 -3.2045 -5.1066  0.0000
H19 7.2063 1.4497 -0.5219  0.0000
H20 -1.1499 -1.8228 2.8958  0.0061
H21 7.6477 -1.5274 -2.3904  0.0000
H22 8.4684 0.2788 -0.0892  0.0000
C13 -4.1394 1.6931 3.4809  0.2186
H23 -0.9227 -0.0941 3.2064  0.0026
H24 0.0808 -1.2843 4.0677  0.0033
H25 -1.9837 1.5350 -2.6104  0.0056
H26 1.9953 -3.7546 -1.3851  0.0001
N3 -1.6607 -0.1367 -1.3036  0.0063
H27 6.0785 -3.1982 0.3139  0.0000
C14 -1.5456 2.9972 3.4129  0.0502
C15 -3.7056 3.8802 1.7167  0.1953
Si1 6.2302 -0.8341 -0.4232  0.0005
H28 -1.7819 1.9268 -0.8653  0.0031
C16 -1.2754 -2.1206 -4.4518  0.0012
H29 -1.9591 3.6718 4.1685  0.0295
C17 1.3564 -3.2039 2.3300  0.0017
O2 -2.4922 1.4350 1.2536  0.0198
C18 6.7161 -2.3548 0.5892  0.0001
C19 1.8467 -4.4285 1.9127  0.0025
H30 -0.3879 1.4426 -1.8584  0.0052
C20 1.0703 -2.1591 1.4537  0.0068
C21 4.5284 -0.3872 -0.1723  0.0007
C22 0.7338 -2.3745 -3.1613  0.0004
H31 -3.7290 -0.3108 -1.7783  0.0095
Ti1 0.0360 0.1318 0.1342  1.0440
C23 2.0751 -4.6158 0.5563  0.0003
H32 2.4779 -5.5533 0.1888  0.0000
H33 1.1919 -3.0300 3.3872  0.0002
P1 -2.9125 2.3902 2.3530  0.0021
H34 1.7565 -2.7195 -3.0906  0.0000
H35 -3.0680 -1.5436 -0.6794  0.0061
C24 -1.7813 -1.3284 -3.4349  0.0022
H36 -4.0052 4.5627 2.5137  0.0638
H37 -0.8137 3.5011 2.7852  0.0048
H38 -4.5870 3.5872 1.1440  0.0536

Forces on atoms 1 to 6 (eV/Å):
N -1.210 -0.921 0.624
H 0.003 -0.004 -0.008
H -0.021 -0.038 0.025
H -0.027 -0.012 -0.009
H -0.034 -0.021 0.164
H 0.006 -0.006 0.000